No. 1
C3H12NO2 | the ωB97M-V functional and the def2-TZVPD basis

Results
DFT total energy: -8882.448 eV
Net charge: +1
HOMO: -14.2 eV
Relative energy (zero: lowest compared OMol25 entry of this formula, charge and spin): 55.9 kcal per mole
HOMO-LUMO gap: 10.52 eV
E_LUMO: -3.64 eV

Geometry as XYZ:
```
18
C3H12NO2 the ωB97M-V functional and the def2-TZVPD basis
C 0.4321 -2.1694 0.1753
C 0.1883 -0.9170 -0.6282
C -0.0465 -0.9296 -1.9205
N -0.3676 0.3188 -2.7866
H -0.4804 -2.5345 0.6526
H 0.8332 -2.8263 -0.4597
H 0.9207 -1.9061 1.0522
H 0.1811 -0.0188 0.1105
H -0.2011 -1.8370 -2.5351
H -1.0927 0.0768 -3.5814
H -0.7287 1.1024 -2.2403
H 0.6391 0.5978 -3.1170
H -0.8684 3.2129 0.6268
H -0.7235 1.9063 1.2999
O -0.9243 2.2948 0.4625
H 0.4333 1.0173 5.0338
H 1.3727 1.3181 3.7297
O 0.4324 1.2935 4.1253
```

No. 2
C37H48CrNPSi3 | the ωB97M-V functional and the def2-TZVPD basis

Results
DFT total energy: -101978.950 eV
<S²>: 3.84
Net charge: +1
Multiplicity: 4
HOMO (spin up / spin down): -10.4 / -10.4 eV
Relative energy (zero: lowest compared OMol25 entry of this formula, charge and spin): 1.1 kcal per mole
HOMO-LUMO gap (spin up / spin down): 6.35 / 6.89 eV
E_LUMO (spin up / spin down): -4.05 / -3.50 eV

Geometry as XYZ:
```
91
C37H48CrNPSi3 the ωB97M-V functional and the def2-TZVPD basis
Cr -0.1097 1.3268 0.4519
C -2.1786 2.1128 0.0139
C -1.7003 2.7713 1.1681
C -0.5341 3.4968 0.8133
C -0.2865 3.2785 -0.5605
C -1.2992 2.4152 -1.0535
H -3.0403 1.4659 -0.0368
H -2.1332 2.7141 2.1553
H 0.0568 4.1161 1.4644
H 0.5387 3.6744 -1.1292
H -1.3744 2.0441 -2.0644
C 2.0094 3.4302 3.0786
Si 2.9079 2.5256 1.6793
C 3.4440 3.8355 0.4503
C 4.4337 1.8313 2.5294
C 1.9170 1.1294 0.8749
Si 2.6928 0.5265 -0.7506
C 2.3305 1.7068 -2.1717
C 4.5493 0.3009 -0.6239
C 2.0044 -1.1100 -1.3753
Si 1.5149 -0.1653 2.1190
C 1.1615 0.3657 3.8741
C 2.5352 -1.7244 2.1881
C -0.2503 -0.8106 1.4689
C -0.9140 -1.8008 2.1910
C -1.8610 -2.5909 1.5585
C -2.1525 -2.3732 0.2221
C -1.5191 -1.3363 -0.4326
N -0.5992 -0.5924 0.1821
H 2.3150 4.4798 3.0611
H 2.3184 3.0298 4.0451
H 0.9218 3.4051 3.0593
H 3.9843 4.6129 0.9965
H 2.5996 4.3186 -0.0469
H 4.1163 3.4531 -0.3183
H 4.9385 2.6310 3.0778
H 5.1581 1.3830 1.8543
H 4.1534 1.0727 3.2674
H 2.6123 2.7429 -1.9899
H 1.2732 1.6812 -2.4514
H 2.8913 1.3611 -3.0448
H 5.0900 1.2359 -0.4770
H 4.9062 -0.1420 -1.5572
H 4.8185 -0.3782 0.1884
H 1.0559 -0.9717 -1.8994
H 1.8453 -1.8654 -0.6087
H 2.7193 -1.5178 -2.0959
H 2.0827 0.6168 4.4028
H 0.7009 -0.4617 4.4191
H 0.4944 1.2250 3.9368
H 3.5635 -1.4724 2.4623
H 2.5487 -2.2695 1.2465
H 2.1394 -2.3937 2.9557
H -0.6618 -1.9768 3.2282
H -2.3582 -3.3861 2.0992
H -2.8644 -2.9876 -0.3098
H -1.7432 -1.0898 -1.4624
C -2.7208 -4.9572 -2.6457
C -2.5836 -5.7334 -1.5052
C -1.4223 -5.6620 -0.7420
C -0.3861 -4.8078 -1.1084
C -0.5353 -4.0286 -2.2597
C -1.6867 -4.1075 -3.0260
P 1.0866 -4.5244 -0.0570
C 2.4607 -4.8829 -1.2092
C 2.3344 -5.6148 -2.3881
C 3.4399 -5.8445 -3.1947
C 4.6845 -5.3491 -2.8313
C 4.8225 -4.6201 -1.6585
C 3.7147 -4.3833 -0.8590
C 1.0702 -5.9896 1.0332
C 0.6523 -5.8008 2.3484
C 0.5707 -6.8716 3.2285
C 0.9215 -8.1425 2.7990
C 1.3531 -8.3394 1.4928
C 1.4251 -7.2702 0.6140
H -3.6196 -5.0228 -3.2447
H -3.3756 -6.4108 -1.2125
H -1.3226 -6.2874 0.1370
H 0.2680 -3.3648 -2.5637
H -1.7770 -3.5140 -3.9275
H 1.3685 -6.0075 -2.6815
H 3.3293 -6.4153 -4.1075
H 5.5450 -5.5304 -3.4618
H 5.7910 -4.2329 -1.3693
H 3.8266 -3.8076 0.0540
H 0.3981 -4.8010 2.6859
H 0.2452 -6.7133 4.2484
H 0.8668 -8.9796 3.4825
H 1.6353 -9.3296 1.1598
H 1.7663 -7.4310 -0.4012
```

No. 3
C9H17MnN6O2PS | the ωB97M-V functional and the def2-TZVPD basis

Results
DFT total energy: -74078.153 eV
<S²>: 8.76
Net charge: +2
Multiplicity: 6
HOMO (spin up / spin down): -14.1 / -14.3 eV
HOMO-LUMO gap (spin up / spin down): 8.04 / 8.02 eV
E_LUMO (spin up / spin down): -6.09 / -6.30 eV

Geometry as XYZ:
```
37
C9H17MnN6O2PS the ωB97M-V functional and the def2-TZVPD basis
Mn -0.0347 1.0667 -1.6065
N 2.2684 3.4985 1.1705
C 1.8145 2.5855 0.3019
S 0.7887 3.1777 -0.9799
N 2.2064 1.3299 0.5168
N 1.6880 0.4811 -0.4281
C 2.3265 -0.5494 -0.8104
C 1.6927 -1.3610 -1.8717
C 2.1587 -2.6198 -2.1974
C 1.5198 -3.3366 -3.2012
C 0.4414 -2.7657 -3.8520
C 0.0399 -1.4925 -3.4798
N 0.6433 -0.7970 -2.5123
H 2.0701 4.4712 1.0047
H 3.0567 3.2714 1.7565
H 3.3109 -0.8030 -0.4239
H 3.0155 -3.0267 -1.6775
H 1.8678 -4.3239 -3.4736
H -0.0757 -3.2825 -4.6473
H -0.7787 -1.0038 -3.9931
N 0.5930 0.7186 2.8086
C -0.2791 -0.3311 2.1919
P -1.6095 0.5802 1.2918
O -1.6667 1.9069 1.9533
O -1.4918 0.4502 -0.2131
C -3.1953 -0.2816 1.6550
N -4.2394 0.5711 0.9844
H 1.0291 0.4086 3.6756
H -0.0069 1.5451 2.9844
H 1.3427 1.0239 2.1227
H -0.7191 -0.9301 2.9890
H 0.3150 -0.9719 1.5466
H -3.4171 -0.2953 2.7198
H -3.2479 -1.2858 1.2394
H -4.2475 1.5069 1.4063
H -5.1787 0.1752 1.0549
H -4.0013 0.6888 -0.0062
```

No. 4
C48H65AlN7OS | the ωB97M-V functional and the def2-TZVPD basis

Results
DFT total energy: -80741.431 eV
Net charge: -1
HOMO: -4.6 eV
HOMO-LUMO gap: 6.48 eV
E_LUMO: 1.87 eV

Geometry as XYZ:
```
123
C48H65AlN7OS the ωB97M-V functional and the def2-TZVPD basis
C -1.8185 0.5464 -0.6283
C -1.6092 2.0737 -0.4678
C -0.2619 2.3264 0.2108
C -0.1692 3.6639 0.9544
C 0.6541 3.5679 2.2416
C 2.1656 3.2395 2.0299
Al 2.6141 1.2688 1.8614
S 1.2904 -0.0703 3.1808
C 4.5682 0.8132 2.2421
C 4.8083 -0.6580 1.8067
C 5.7472 -0.7752 0.6069
C 4.9806 -0.5005 -0.6959
C 4.0322 -1.6549 -1.0435
O 4.3363 -2.3704 -2.2425
C 4.4124 -1.5669 -3.4068
C 3.2822 -0.5572 -3.5696
H -0.8338 0.0860 -0.6121
H -2.3482 0.1980 0.2509
H -2.3666 0.3096 -1.5355
H -1.6512 2.5582 -1.4430
H -2.3974 2.4847 0.1589
H -0.1454 1.5407 0.9567
H 0.5593 2.2503 -0.4939
H 0.3004 4.4211 0.3302
H -1.1676 4.0031 1.2276
H 0.6013 4.5555 2.7090
H 0.2273 2.8229 2.9141
H 2.4820 3.7926 1.1378
H 2.6875 3.7140 2.8653
H 2.3686 0.8161 0.3241
H 0.9942 0.6932 4.2471
H 4.6957 0.8864 3.3234
H 5.2365 1.5132 1.7412
H 5.1794 -1.2433 2.6495
H 3.8424 -1.0956 1.5378
H 6.1786 -1.7800 0.5860
H 6.5640 -0.0602 0.6802
H 5.7205 -0.3101 -1.4705
H 4.3768 0.3850 -0.5083
H 4.1065 -2.3877 -0.2434
H 2.9963 -1.3159 -1.0224
H 4.3706 -2.2618 -4.2477
H 5.3860 -1.0774 -3.4784
H 3.5061 0.3255 -2.9725
H 3.2340 -0.2316 -4.6054
H 2.3367 -0.9434 -3.2024
N -0.4361 1.9337 6.5628
C -1.0738 0.7685 6.4753
C -1.2616 -0.0889 7.5492
C -0.7560 0.2830 8.7837
C -0.0879 1.4915 8.8930
C 0.0419 2.2760 7.7571
H -1.4437 0.5125 5.4877
H -1.7864 -1.0257 7.4180
H -0.8771 -0.3602 9.6462
H 0.3267 1.8188 9.8367
H 0.5576 3.2296 7.7971
N 3.7653 -1.0580 7.8356
C 4.8848 -1.7709 7.9550
C 5.5028 -2.4175 6.8971
C 4.9244 -2.3228 5.6398
C 3.7604 -1.5880 5.4927
C 3.2257 -0.9769 6.6175
H 5.3026 -1.8211 8.9559
H 6.4138 -2.9802 7.0548
H 5.3753 -2.8131 4.7859
H 3.2722 -1.4853 4.5317
H 2.3169 -0.3887 6.5437
N 0.1198 -5.6237 -1.8714
C -0.2136 -5.6467 -3.1600
C 0.5675 -5.1004 -4.1664
C 1.7627 -4.4926 -3.8162
C 2.1288 -4.4491 -2.4807
C 1.2717 -5.0287 -1.5541
H -1.1577 -6.1297 -3.3910
H 0.2439 -5.1506 -5.1980
H 2.4003 -4.0523 -4.5739
H 3.0569 -3.9704 -2.1742
H 1.5146 -5.0201 -0.4972
N -4.0507 -0.9987 1.9085
C -4.9524 -1.9590 1.7177
C -5.0934 -3.0581 2.5510
C -4.2444 -3.1697 3.6407
C -3.2963 -2.1825 3.8510
C -3.2427 -1.1210 2.9602
H -5.5895 -1.8358 0.8483
H -5.8457 -3.8082 2.3474
H -4.3184 -4.0156 4.3130
H -2.6089 -2.2330 4.6846
H -2.5140 -0.3264 3.0854
N -1.3927 6.5117 0.0477
C -2.6635 6.8118 -0.2068
C -3.1492 8.1094 -0.2792
C -2.2633 9.1544 -0.0715
C -0.9366 8.8596 0.1971
C -0.5555 7.5262 0.2436
H -3.3213 5.9619 -0.3587
H -4.1938 8.2939 -0.4917
H -2.6018 10.1822 -0.1176
H -0.2116 9.6441 0.3672
H 0.4733 7.2473 0.4491
N -3.5602 -2.9414 -3.3867
C -4.3973 -2.4400 -4.2948
C -3.9984 -1.9407 -5.5260
C -2.6472 -1.9616 -5.8300
C -1.7596 -2.4776 -4.8999
C -2.2646 -2.9540 -3.6987
H -5.4452 -2.4412 -4.0122
H -4.7194 -1.5465 -6.2290
H -2.2933 -1.5794 -6.7803
H -0.6963 -2.5100 -5.0957
H -1.6060 -3.3635 -2.9423
N -5.1102 -1.2013 -8.4634
C -5.2008 -2.0737 -9.4655
C -5.4765 -1.7147 -10.7757
C -5.6723 -0.3735 -11.0624
C -5.5829 0.5485 -10.0326
C -5.2994 0.0841 -8.7576
H -5.0425 -3.1124 -9.1953
H -5.5358 -2.4676 -11.5496
H -5.8906 -0.0519 -12.0728
H -5.7285 1.6048 -10.2119
H -5.2165 0.7715 -7.9221
```

No. 5
C23H24BFeN7O2S | the ωB97M-V functional and the def2-TZVPD basis

Results
DFT total energy: -84661.767 eV
<S²>: 8.76
Net charge: +1
Multiplicity: 6
HOMO (spin up / spin down): -10.4 / -10.4 eV
Relative energy (zero: lowest compared OMol25 entry of this formula, charge and spin): 4.4 kcal per mole
HOMO-LUMO gap (spin up / spin down): 8.49 / 5.18 eV
E_LUMO (spin up / spin down): -1.94 / -5.24 eV

Geometry as XYZ:
```
59
C23H24BFeN7O2S the ωB97M-V functional and the def2-TZVPD basis
Fe 0.1004 -0.0976 0.0769
C 2.0383 2.8593 2.5380
C 2.1157 1.8978 1.5393
N 0.9679 1.2123 1.4777
N 0.1485 1.7176 2.4210
C 0.7675 2.7094 3.0684
B -1.3275 1.3134 2.4988
N -1.4820 -0.2108 2.5644
C -2.2329 -0.9018 3.4276
C -2.2645 -2.2270 3.0301
C -1.4925 -2.2672 1.8777
N -1.0204 -1.0437 1.5998
N -1.9763 1.7718 1.1787
C -3.0319 2.5624 0.9654
C -3.2489 2.6526 -0.4002
C -2.2537 1.8658 -0.9655
N -1.4876 1.3396 -0.0028
H 2.7923 3.5660 2.8352
H 2.9262 1.6746 0.8672
H 0.2774 3.2552 3.8574
H -1.8592 1.8186 3.4389
H -2.7107 -0.4138 4.2607
H -2.7734 -3.0416 3.5133
H -1.2643 -3.0980 1.2325
H -3.5616 3.0132 1.7880
H -4.0137 3.2096 -0.9108
H -2.0507 1.6524 -2.0025
C 3.6031 -0.8497 0.4701
O 2.2588 -0.7177 -0.0260
C 2.0883 -0.9238 -1.3918
O 2.9701 -1.2669 -2.1166
H 3.5845 -0.5372 1.5098
H 4.2797 -0.2214 -0.1055
H 3.9267 -1.8849 0.3976
N 0.7768 -0.6651 -1.6281
S 0.8008 -3.6334 -0.0568
C 1.0412 -4.6397 -1.4985
C -0.0659 -4.8553 -2.3116
C 0.0614 -5.6289 -3.4568
C 1.2921 -6.1701 -3.7958
C 2.4012 -5.9240 -2.9969
C 2.2836 -5.1533 -1.8510
C 1.8222 -4.3556 1.2033
C 2.0429 -5.7266 1.2845
C 2.8155 -6.2309 2.3196
C 3.3693 -5.3790 3.2663
C 3.1187 -4.0175 3.1987
C 2.3358 -3.5036 2.1744
H 0.5102 -0.7316 -2.5988
H -1.0248 -4.4360 -2.0322
H -0.8028 -5.8194 -4.0796
H 1.3945 -6.7726 -4.6883
H 3.3668 -6.3239 -3.2771
H 3.1543 -4.9416 -1.2442
H 1.5980 -6.3941 0.5590
H 2.9723 -7.2991 2.3942
H 3.9832 -5.7811 4.0609
H 3.5399 -3.3554 3.9444
H 2.1244 -2.4427 2.1137
```